[1]
C26H34BIrN6O4S | wB97M-V/def2-TZVPD

Each line ends with the Löwdin spin population.
Cartesian coordinates (Å):
Ir1 0.326 0.201 0.566  2.140
N1 -0.101 0.198 2.833  0.110
C1 -0.539 1.561 3.233  0.007
C2 -0.154 2.018 4.651  0.004
C3 1.175 2.750 4.846  0.000
C4 2.452 1.920 4.819  0.000
N2 2.510 1.080 6.027  0.000
C5 3.404 0.128 6.270  0.000
N3 4.261 -0.247 5.318  0.000
N4 3.435 -0.480 7.454  0.000
C6 -0.216 2.621 2.170  0.016
O1 -0.341 3.788 2.435  0.026
O2 0.106 2.188 0.966  0.212
H1 -0.827 -0.480 3.037  0.004
H2 0.724 -0.117 3.329  0.004
H3 -1.633 1.532 3.220  0.000
H4 -0.239 1.169 5.336  0.001
H5 -0.934 2.718 4.952  0.001
H6 1.145 3.242 5.823  0.000
H7 1.256 3.556 4.118  0.000
H8 3.315 2.590 4.808  0.000
H9 2.508 1.283 3.930  0.000
H10 2.008 1.440 6.827  0.000
H11 4.324 0.265 4.456  0.000
H12 4.940 -0.969 5.490  0.000
H13 2.816 -0.205 8.200  0.000
H14 4.144 -1.157 7.679  0.000
C7 8.942 -1.162 -1.751  0.010
C8 8.017 0.031 -1.462  0.028
C9 7.994 0.963 -2.704  0.031
C10 8.554 0.817 -0.263  0.002
C11 6.586 -0.394 -1.275  0.204
C12 6.042 -1.422 -2.146  0.154
C13 4.738 -1.828 -2.112  0.018
C14 3.932 -1.178 -1.178  0.218
O3 2.640 -1.335 -0.959  0.161
B1 2.244 -0.388 0.060  0.261
O4 3.446 0.262 0.483  0.082
C15 4.448 -0.174 -0.298  0.140
C16 5.752 0.234 -0.338  -0.001
H15 9.966 -0.798 -1.808  0.002
H16 8.727 -1.646 -2.702  0.000
H17 8.898 -1.911 -0.958  0.000
H18 9.001 1.356 -2.846  0.006
H19 7.314 1.804 -2.562  0.000
H20 7.709 0.425 -3.608  0.001
H21 9.627 0.957 -0.382  0.000
H22 8.396 0.285 0.678  0.000
H23 8.107 1.809 -0.188  0.000
H24 6.710 -1.877 -2.862  0.005
H25 4.344 -2.589 -2.770  -0.003
H26 6.119 1.015 0.310  -0.003
S1 -5.707 -0.220 -2.318  0.463
C17 -4.180 -0.287 -1.504  0.044
C18 -3.615 0.955 -1.192  0.072
C19 -2.360 0.981 -0.612  0.009
N5 -1.673 -0.140 -0.342  0.176
C20 -2.211 -1.327 -0.652  0.012
C21 -3.459 -1.455 -1.232  0.062
C22 -6.392 -1.800 -2.282  0.086
C23 -6.384 -2.590 -1.120  0.073
C24 -7.064 -3.792 -1.183  -0.010
N6 -7.696 -4.226 -2.275  0.098
C25 -7.698 -3.458 -3.364  -0.011
C26 -7.084 -2.216 -3.425  0.074
H27 -4.130 1.883 -1.400  0.002
H28 -1.872 1.917 -0.366  0.001
H29 -1.602 -2.198 -0.451  0.008
H30 -3.832 -2.434 -1.495  0.002
H31 -5.910 -2.264 -0.206  0.001
H32 -7.113 -4.437 -0.314  -0.002
H33 -8.223 -3.848 -4.227  -0.002
H34 -7.131 -1.614 -4.322  0.002

Results
LUMO level (alpha / beta): -7.7775 / -11.5474 eV
frontier orbital gap (alpha / beta): 7.3 / 4.1 eV
ΔE to the lowest compared entry with this formula, charge and spin: 1.3320 eV
2S+1: 6
⟨S²⟩: 8.7977
net charge: +3



[2]
C8H11FSi | wB97M-V/def2-TZVPD

Each line ends with the Löwdin spin population.
Cartesian coordinates (Å):
C1 2.898 3.461 -0.846  -0.021
C2 2.879 2.752 0.389  0.031
C3 1.948 3.306 -1.816  0.037
C4 1.932 1.760 0.503  0.103
C5 0.969 2.281 -1.631  0.096
C6 1.030 1.506 -0.509  0.730
C7 -2.901 -3.012 2.122  0.025
C8 -2.482 -1.553 2.208  0.115
F1 0.335 -1.222 1.829  0.118
Si1 -0.999 -1.249 0.981  0.619
H1 3.723 4.156 -1.026  0.000
H2 3.560 2.935 1.159  0.005
H3 2.032 3.847 -2.834  0.006
H4 1.827 1.223 1.529  0.017
H5 0.302 2.327 -2.456  0.010
H6 -4.009 -3.017 2.235  0.006
H7 -2.688 -3.491 1.219  0.004
H8 -2.413 -3.539 2.945  0.001
H9 -2.161 -1.268 3.254  0.003
H10 -3.286 -0.862 1.969  0.007
H11 -0.602 -2.239 -0.095  0.090

Results
LUMO level (alpha / beta): 1.1098 / -1.0690 eV
frontier orbital gap (alpha / beta): 8.3 / 8.2 eV
2S+1: 3
⟨S²⟩: 2.0107
net charge: 0



[3]
CH8N3P2 | wB97M-V/def2-TZVPD

Each line ends with the natural charge from an NBO analysis.
Cartesian coordinates (Å):
C1 0.567 0.169 -1.389  0.803
N1 0.736 -1.066 -1.268  -0.870
N2 -0.944 0.416 0.455  -1.353
N3 0.724 1.212 -1.918  -0.545
P1 -0.019 -2.150 -0.015  0.631
P2 -0.811 1.401 1.688  1.094
H1 1.572 -1.590 -1.759  0.485
H2 -1.858 -0.025 0.346  0.408
H3 0.806 2.191 -1.957  0.464
H4 0.545 1.985 1.848  0.006
H5 -0.114 -3.216 -0.950  -0.026
H6 1.261 -2.569 0.129  -0.047
H7 -1.504 2.652 2.042  -0.008
H8 -0.962 0.590 2.749  -0.040

Results
LUMO level: -3.8820 eV
frontier orbital gap: 9.3 eV
ΔE to the lowest compared entry with this formula, charge and spin: 2.9643 eV
2S+1: 1
net charge: +1



[4]
C30H40AlN5O4PSSb | wB97M-V/def2-TZVPD

Each line ends with the Mulliken charge.
Cartesian coordinates (Å):
Al1 -0.182 -0.485 -0.154  0.236
C1 -2.876 2.233 0.411  -0.881
C2 -1.816 2.511 -0.607  0.366
C3 -1.661 3.782 -1.157  -0.779
C4 -0.752 3.996 -2.179  -0.747
C5 -0.039 2.916 -2.690  -0.840
C6 -0.239 1.691 -2.092  0.749
N1 -1.057 1.499 -1.057  0.286
Sb1 2.521 -0.937 -2.001  0.338
C7 2.521 0.608 -0.508  -0.381
C8 3.697 1.305 -0.301  -0.846
C9 3.753 2.280 0.682  -0.721
C10 2.603 2.560 1.385  -0.790
C11 1.432 1.847 1.141  0.848
C12 0.216 2.265 1.908  -1.042
N2 1.402 0.842 0.234  1.433
C13 -0.255 -1.997 -2.770  0.790
C14 -0.201 -2.818 -3.872  -1.096
C15 -0.685 -4.112 -3.713  -0.703
C16 -1.192 -4.493 -2.485  -0.964
C17 -1.218 -3.589 -1.425  0.783
C18 -1.770 -3.966 -0.093  -1.030
N3 -0.756 -2.340 -1.594  0.411
H1 -3.320 3.160 0.765  0.411
H2 -3.661 1.630 -0.051  0.349
H3 -2.499 1.664 1.256  -0.079
H4 -2.271 4.595 -0.786  0.470
H5 -0.621 4.988 -2.593  0.500
H6 0.650 3.045 -3.516  0.523
H7 4.558 1.095 -0.921  0.528
H8 4.667 2.829 0.871  0.469
H9 2.585 3.337 2.136  0.569
H10 0.489 2.483 2.939  0.584
H11 -0.173 3.189 1.473  0.437
H12 -0.565 1.520 1.908  -0.651
H13 0.215 -2.490 -4.816  0.509
H14 -0.662 -4.812 -4.538  0.449
H15 -1.583 -5.489 -2.334  0.497
H16 -2.285 -4.922 -0.140  0.468
H17 -0.969 -4.032 0.641  0.166
H18 -2.468 -3.201 0.244  0.005
C19 -3.723 -2.382 2.658  -1.425
C20 -2.519 -2.490 3.574  1.610
C21 -2.429 -1.299 4.509  -1.240
C22 -2.498 -3.805 4.325  -1.591
O1 -1.301 -2.558 2.692  0.222
P1 -0.478 -1.391 2.105  0.196
O2 0.477 -1.849 0.995  -0.904
O3 -1.335 -0.382 1.290  -0.056
O4 0.259 -0.620 3.236  0.284
C23 1.464 -1.076 4.003  1.447
C24 1.472 -0.172 5.218  -1.555
C25 2.685 -0.854 3.129  -1.253
C26 1.320 -2.536 4.386  -1.398
H19 -4.623 -2.289 3.267  0.500
H20 -3.828 -3.275 2.043  0.353
H21 -3.652 -1.504 2.016  0.135
H22 -3.319 -1.296 5.138  0.626
H23 -2.404 -0.355 3.962  0.139
H24 -1.555 -1.356 5.157  0.164
H25 -3.388 -3.878 4.950  0.444
H26 -1.620 -3.878 4.966  0.315
H27 -2.495 -4.642 3.628  0.335
H28 1.558 0.873 4.920  0.287
H29 2.323 -0.420 5.853  0.428
H30 0.560 -0.296 5.801  0.325
H31 2.764 0.192 2.834  0.179
H32 2.654 -1.479 2.237  0.205
H33 3.576 -1.110 3.703  0.588
H34 0.432 -2.702 4.996  0.193
H35 2.191 -2.829 4.972  0.588
H36 1.276 -3.183 3.509  0.244
S1 0.168 -0.174 -2.508  -0.439
C27 0.090 0.251 -4.298  0.122
N4 1.259 0.496 -4.905  0.343
C28 1.317 0.878 -6.194  -0.010
C29 0.140 1.010 -6.886  -0.830
C30 -1.039 0.727 -6.197  -0.092
N5 -1.059 0.353 -4.916  -0.519
H37 2.115 0.352 -4.336  -0.101
H38 2.298 1.054 -6.613  0.527
H39 0.134 1.311 -7.922  0.450
H40 -2.002 0.801 -6.688  0.541

Results
LUMO level: -6.4598 eV
frontier orbital gap: 5.7 eV
2S+1: 1
net charge: +2



[5]
C22H39Cl20FI4O3P | wB97M-V/def2-TZVPD

Each line ends with the Mulliken charge.
Cartesian coordinates (Å):
C1 6.497 3.333 1.842  -0.805
C2 5.381 2.501 2.460  0.671
O1 5.610 1.662 3.247  -0.543
O2 4.105 2.805 2.111  -0.295
C3 3.790 2.403 0.734  -0.348
C4 2.495 3.143 0.353  -1.081
P1 1.425 2.233 -0.971  1.840
C5 2.605 2.989 -2.350  -0.618
C6 2.165 4.371 -2.730  0.350
O3 1.207 4.651 -3.315  -0.419
F1 2.969 5.401 -2.296  -0.313
C7 0.287 1.612 0.461  -1.058
I1 -1.096 3.101 1.257  0.002
C8 0.270 0.423 1.037  0.313
C9 1.231 -0.674 0.606  -1.202
I2 -1.037 -0.139 2.651  0.024
C10 0.413 1.389 -2.412  -0.863
I3 -1.666 0.985 -2.027  -0.059
C11 1.150 0.147 -3.033  -0.687
C12 0.387 -1.187 -2.965  -1.777
I4 1.410 0.502 -5.191  -0.037
H1 6.328 3.571 0.790  0.298
H2 7.438 2.791 1.948  0.294
H3 6.586 4.276 2.391  0.254
H4 3.682 1.314 0.766  -0.030
H5 4.601 2.738 0.079  0.261
H6 1.970 3.335 1.296  0.552
H7 2.828 4.140 -0.015  0.202
H8 0.610 3.427 -1.094  -0.131
H9 2.350 1.118 -0.872  -0.051
H10 3.646 3.079 -2.013  0.347
H11 2.627 2.428 -3.293  0.229
H12 1.457 -0.700 -0.457  0.144
H13 0.883 -1.641 0.982  0.509
H14 2.187 -0.497 1.121  0.198
H15 0.406 2.131 -3.213  0.690
H16 2.164 0.029 -2.645  0.727
H17 -0.433 -1.236 -3.673  0.489
H18 0.100 -1.472 -1.951  0.338
H19 1.099 -1.955 -3.309  0.638
C13 -1.216 -4.802 -3.510  -0.383
Cl1 -0.991 -3.647 -4.826  -0.140
Cl2 0.133 -4.753 -2.367  -0.055
H20 -2.130 -4.554 -2.980  0.293
H21 -1.287 -5.801 -3.926  0.327
C14 -4.989 0.908 3.759  0.076
Cl3 -5.945 0.232 2.431  -0.180
Cl4 -4.397 -0.360 4.840  -0.158
H22 -4.136 1.437 3.342  0.170
H23 -5.613 1.593 4.337  0.068
C15 -0.619 -7.576 0.564  -0.154
Cl5 -0.846 -5.890 1.038  -0.073
Cl6 -1.899 -8.126 -0.534  -0.178
H24 0.337 -7.668 0.058  0.299
H25 -0.631 -8.193 1.453  0.122
C16 0.241 -6.388 4.473  -0.034
Cl7 0.115 -8.083 3.973  -0.176
Cl8 1.809 -5.702 4.042  -0.149
H26 -0.539 -5.822 3.975  0.006
H27 0.116 -6.333 5.548  0.343
C17 -4.686 1.698 -4.582  0.387
Cl9 -6.093 1.210 -3.623  -0.183
Cl10 -4.060 0.352 -5.542  -0.156
H28 -4.981 2.498 -5.252  0.284
H29 -3.908 2.043 -3.910  -0.434
C18 -4.028 -6.980 2.075  -0.026
Cl11 -3.443 -6.095 3.487  -0.137
Cl12 -5.786 -7.171 2.110  -0.185
H30 -3.752 -6.432 1.182  0.138
H31 -3.571 -7.963 2.064  0.202
C19 4.007 -5.830 -2.378  -0.256
Cl13 3.055 -5.709 -0.895  -0.112
Cl14 5.285 -4.611 -2.432  -0.158
H32 4.460 -6.814 -2.423  0.303
H33 3.346 -5.683 -3.227  0.207
C20 -2.408 5.047 -3.453  -0.202
Cl15 -3.829 4.584 -2.501  -0.151
Cl16 -1.807 3.705 -4.425  -0.096
H34 -2.683 5.863 -4.113  0.380
H35 -1.619 5.362 -2.776  0.096
C21 1.509 8.019 0.129  -0.284
Cl17 1.977 6.460 0.801  -0.032
Cl18 2.795 9.227 0.306  -0.191
H36 1.294 7.891 -0.927  0.204
H37 0.626 8.373 0.649  0.327
C22 -5.832 2.469 7.652  -0.278
Cl19 -6.793 0.987 7.688  -0.146
Cl20 -5.368 2.904 6.002  -0.139
H38 -6.419 3.277 8.074  0.295
H39 -4.931 2.316 8.237  0.266

Results
LUMO level: 1.6552 eV
frontier orbital gap: 6.9 eV
2S+1: 1
net charge: -1